Entry 1:
C8H13N2O2S | ωB97M-V/def2-TZVPD

* total charge: +1
* E_HOMO: -12.719 eV

Each line ends with the Löwdin charge.
Atoms and positions in Å:
C1 -1.019 0.443 0.376  -0.14
C2 -1.896 -0.723 0.886  -0.53
C3 0.309 0.837 0.365  -0.27
C4 -2.188 1.321 -0.157  -0.50
C5 2.605 0.472 0.913  -0.27
C6 -2.315 1.956 -1.536  -0.07
C7 2.118 -1.684 -1.201  -0.08
C8 1.428 -1.435 0.061  -0.23
N1 1.392 0.006 0.489  0.03
N2 -1.646 -1.874 1.446  0.15
O1 0.395 2.095 0.095  0.18
O2 2.918 1.591 1.164  0.13
S1 -3.354 -0.067 0.279  1.08
H1 -2.487 2.130 0.684  0.16
H2 3.197 -0.384 1.039  0.13
H3 -1.725 2.863 -1.456  0.09
H4 -3.314 2.105 -1.878  0.08
H5 -1.817 1.273 -2.187  0.08
H6 1.513 -1.470 -2.113  0.10
H7 3.066 -1.164 -1.171  0.08
H8 2.158 -2.837 -1.260  0.13
H9 0.424 -1.805 -0.015  0.09
H10 1.962 -2.030 0.923  0.17
H11 -0.715 -1.794 1.965  0.17
H12 -2.232 -2.383 2.007  0.10
H13 1.221 2.557 0.281  0.14

---

Entry 2:
C6H10N2 | ωB97M-V/def2-TZVPD

* total charge: 0
* E_HOMO: -8.736 eV

Each line ends with the Löwdin charge.
Atoms and positions in Å:
C1 0.858 -0.130 -0.314  -0.31
C2 1.086 1.453 -0.219  -0.04
C3 0.259 0.793 0.931  -0.11
C4 -1.304 0.430 0.641  -0.31
C5 -1.502 0.436 -0.902  -0.08
C6 -0.457 -0.832 -0.651  -0.23
H1 1.811 -1.512 0.770  0.11
H2 2.799 -1.149 -0.687  -0.02
H3 0.609 1.946 -1.019  0.06
H4 2.157 1.654 -0.035  0.10
H5 0.627 0.538 2.092  0.18
H6 -2.138 0.847 1.306  0.14
H7 -1.255 1.120 -1.753  0.10
H8 -2.524 0.196 -1.129  0.08
H9 -0.523 -1.707 -1.396  0.15
H10 -2.258 -1.353 0.302  0.15
N1 2.234 -0.864 -0.001  0.06
N2 -1.226 -1.062 0.662  -0.01

---

Entry 3:
C4H11NO | ωB97M-V/def2-TZVPD

* total charge: 0
* SMILES string: CCCNCO
* E_HOMO: -8.625 eV

Each line ends with the Löwdin charge.
Atoms and positions in Å:
C1 -1.866 0.934 0.917  -0.13
C2 -0.479 1.177 0.505  -0.22
C3 0.448 -0.094 0.934  -0.13
N1 1.344 -0.301 -0.280  -0.09
C4 1.179 -1.443 -1.078  -0.36
O1 0.277 -1.251 -2.171  -0.13
H1 -2.675 1.561 0.373  0.10
H2 -1.942 1.231 1.957  0.07
H3 -2.400 0.070 0.832  0.03
H4 -0.046 2.118 0.660  0.09
H5 -0.316 1.075 -0.477  0.04
H6 0.964 0.089 1.825  0.07
H7 -0.112 -1.027 1.123  0.11
H8 2.089 0.404 -0.317  0.13
H9 2.152 -1.759 -1.563  0.12
H10 0.739 -2.315 -0.453  0.14
H11 0.646 -0.468 -2.787  0.15

---

Entry 4:
C2H4BF3O3 | ωB97M-V/def2-TZVPD

* total charge: 0
* SMILES string: OB(O)O[C@@H](F)C(F)F
* E_HOMO: -11.484 eV

Each line ends with the Löwdin charge.
Atoms and positions in Å:
O1 -0.007 0.839 -1.006  0.21
B1 -0.733 -0.247 -0.625  -0.87
O2 -1.438 -1.069 -1.435  0.22
O3 -0.807 -0.592 0.688  0.17
C1 -0.133 0.170 1.798  -0.22
F1 -0.911 0.051 2.885  0.09
C2 1.231 -0.481 2.048  -0.32
F2 1.989 0.314 2.836  0.08
F3 1.904 -0.615 0.889  0.09
H1 0.040 1.037 -1.939  0.11
H2 -1.398 -0.935 -2.379  0.10
H3 -0.041 1.225 1.517  0.17
H4 1.139 -1.470 2.521  0.17

---

Entry 5:
C18H20N2O4 | ωB97M-V/def2-TZVPD

* total charge: 0
* SMILES string: Cc1cc(C)c2cc3c(ccn3[C@@H]3OC[C@H](O)[C@H](O)[C@H]3O)cc2n1
* E_HOMO: -7.824 eV

Each line ends with the Löwdin charge.
Atoms and positions in Å:
C1 0.694 -4.478 -4.182  -0.04
C2 0.647 -3.483 -3.066  -0.33
C3 1.844 -2.883 -2.606  0.01
C4 1.818 -1.974 -1.586  -0.21
C5 3.077 -1.326 -1.099  -0.04
C6 0.556 -1.654 -1.005  -0.10
C7 0.421 -0.737 0.049  0.04
C8 -0.832 -0.464 0.548  -0.15
C9 -1.984 -1.123 0.010  -0.16
C10 -3.111 -0.655 0.747  -0.01
C11 -2.647 0.226 1.661  -0.05
N1 -1.278 0.398 1.540  0.01
C12 -0.582 1.178 2.548  -0.23
O1 -1.391 2.258 2.961  -0.08
C13 -1.611 3.231 1.952  -0.11
C14 -0.301 3.916 1.524  -0.31
O2 -0.519 4.806 0.467  0.00
C15 0.728 2.838 1.112  -0.25
O3 0.435 2.354 -0.175  0.00
C16 0.812 1.739 2.192  -0.25
O4 1.377 2.250 3.371  0.01
C17 -1.864 -2.028 -1.020  0.05
C18 -0.597 -2.307 -1.544  -0.21
N2 -0.517 -3.201 -2.556  0.14
H1 1.322 -5.324 -3.905  0.08
H2 -0.310 -4.830 -4.399  0.07
H3 1.118 -4.022 -5.075  0.08
H4 2.778 -3.154 -3.078  0.12
H5 3.930 -1.675 -1.676  0.08
H6 3.010 -0.243 -1.198  0.09
H7 3.250 -1.563 -0.050  0.09
H8 1.309 -0.269 0.434  0.09
H9 -4.130 -0.954 0.605  0.11
H10 -3.180 0.776 2.411  0.13
H11 -0.462 0.569 3.461  0.18
H12 -2.100 2.784 1.076  0.13
H13 -2.292 3.961 2.391  0.14
H14 0.094 4.500 2.363  0.16
H15 -0.373 4.317 -0.358  0.10
H16 1.715 3.307 1.023  0.17
H17 -0.324 1.757 -0.141  0.09
H18 1.491 0.949 1.869  0.14
H19 0.704 2.765 3.837  0.10
H20 -2.723 -2.531 -1.434  0.12

---

Entry 6:
C3H8FN2 | ωB97M-V/def2-TZVPD

* total charge: +1
* E_HOMO (spin up / spin down): -14.526 / -14.384 eV

Each line ends with the Löwdin charge.
Atoms and positions in Å:
C1 0.528 1.565 -0.102  -0.18
C2 -0.715 0.549 -0.180  -0.05
C3 0.843 -1.372 -0.431  0.12
N1 1.743 1.059 -0.630  0.07
N2 -0.244 -0.790 0.399  0.02
F1 2.706 0.864 0.327  -0.05
H1 0.155 2.376 -0.742  0.13
H2 0.632 1.970 0.946  0.15
H3 -1.540 1.050 0.342  0.14
H4 -1.094 0.178 -1.118  0.12
H5 0.568 -1.341 -1.511  0.11
H6 1.726 -1.809 -0.053  0.08
H7 0.123 -0.701 1.346  0.18
H8 -0.891 -1.520 0.335  0.15

---

Entry 7:
C4H8O2 | ωB97M-V/def2-TZVPD

* total charge: 0
* E_HOMO: -9.819 eV

Each line ends with the Löwdin charge.
Atoms and positions in Å:
C1 -1.220 1.801 -0.117  -0.03
C2 0.053 0.999 -0.329  -0.22
O1 0.799 0.722 0.893  0.04
C3 0.390 -0.346 0.199  -0.23
C4 -0.331 -1.554 0.749  -0.34
O2 0.577 -2.233 1.511  -0.16
H1 -1.774 1.461 0.762  0.08
H2 -1.876 1.747 -0.991  0.08
H3 -0.968 2.862 0.036  0.09
H4 0.677 1.336 -1.156  0.14
H5 1.783 -1.300 -0.057  0.18
H6 -0.736 -2.125 -0.107  0.12
H7 -1.195 -1.123 1.283  0.14
H8 1.524 -1.991 0.790  0.12

---

Entry 8:
C42H48N3O3 | ωB97M-V/def2-TZVPD

* total charge: +1
* E_HOMO: -8.476 eV

Each line ends with the Löwdin charge.
Atoms and positions in Å:
C1 -7.306 3.380 -1.399  -0.06
O1 -6.811 2.118 -1.920  -0.10
C2 -6.061 1.334 -1.109  -0.28
C3 -5.392 0.239 -1.717  -0.02
C4 -4.329 -0.348 -1.078  -0.08
C5 -3.908 0.098 0.202  -0.24
C6 -2.693 -0.428 0.768  -0.06
C7 -2.173 0.080 1.985  -0.20
N1 -1.671 -0.746 2.939  -0.07
C8 -1.952 -2.173 2.975  -0.14
C9 -1.011 -2.747 4.046  -0.15
C10 -0.277 -1.560 4.690  -0.15
C11 -0.834 -0.284 4.042  -0.14
C12 -2.234 1.545 2.250  -0.19
C13 -1.958 2.421 1.181  -0.04
C14 -1.980 3.796 1.369  -0.07
C15 -2.239 4.304 2.652  -0.08
C16 -2.565 3.451 3.717  -0.07
C17 -2.621 2.071 3.505  -0.05
C18 -4.790 0.983 0.894  -0.02
C19 -5.816 1.637 0.248  -0.01
H1 -7.721 3.869 -2.279  0.09
H2 -8.092 3.213 -0.648  0.10
H3 -6.503 3.996 -0.967  0.09
H4 -5.667 -0.042 -2.732  0.12
H5 -3.787 -1.188 -1.528  0.12
H6 -2.346 -1.382 0.376  0.09
H7 -3.003 -2.389 3.250  0.14
H8 -1.776 -2.646 2.005  0.10
H9 -1.585 -3.313 4.792  0.11
H10 -0.281 -3.445 3.606  0.10
H11 -0.430 -1.528 5.777  0.11
H12 0.807 -1.627 4.519  0.09
H13 -0.022 0.361 3.679  0.13
H14 -1.407 0.302 4.781  0.10
H15 -1.689 1.987 0.215  0.11
H16 -1.770 4.447 0.515  0.11
H17 -2.211 5.380 2.814  0.10
H18 -2.775 3.848 4.719  0.11
H19 -2.948 1.409 4.313  0.12
H20 -4.655 1.171 1.957  0.11
H21 -6.368 2.440 0.748  0.11
C20 -1.282 1.703 -8.235  -0.03
O2 -2.129 1.656 -7.047  -0.05
C21 -1.659 1.241 -5.859  -0.25
C22 -2.551 1.229 -4.757  0.03
C23 -2.115 0.813 -3.514  0.01
C24 -0.786 0.337 -3.292  -0.19
C25 -0.335 -0.124 -2.011  0.06
C26 1.002 -0.490 -1.834  -0.07
C27 1.627 -0.965 -0.693  0.03
N2 2.937 -1.327 -0.603  0.05
C28 3.530 -1.683 0.685  -0.16
C29 3.485 -0.551 1.721  -0.08
C30 4.007 -0.987 3.064  -0.24
C31 5.017 -0.254 3.686  -0.04
C32 5.565 -0.702 4.887  -0.06
C33 5.081 -1.882 5.470  -0.07
C34 4.035 -2.599 4.866  -0.06
C35 3.489 -2.143 3.660  -0.06
C36 4.953 -2.084 0.308  -0.37
O3 5.812 -2.533 1.062  0.10
N3 5.091 -1.893 -1.035  -0.03
C37 6.367 -2.127 -1.678  0.00
C38 3.920 -1.336 -1.705  -0.47
C39 3.546 -2.244 -2.874  0.01
C40 4.261 0.064 -2.208  0.01
C41 0.085 0.363 -4.436  0.01
C42 -0.329 0.815 -5.683  0.01
H22 -1.954 2.066 -9.012  0.10
H23 -0.439 2.393 -8.110  0.10
H24 -0.896 0.712 -8.501  0.10
H25 -3.573 1.557 -4.923  0.13
H26 -2.800 0.842 -2.664  0.10
H27 -1.024 -0.177 -1.174  0.10
H28 1.625 -0.339 -2.711  0.05
H29 1.064 -1.039 0.245  0.15
H30 3.020 -2.572 1.081  0.16
H31 4.081 0.290 1.327  0.13
H32 2.446 -0.188 1.810  0.12
H33 5.367 0.654 3.198  0.11
H34 6.384 -0.144 5.346  0.11
H35 5.515 -2.242 6.406  0.11
H36 3.657 -3.528 5.310  0.11
H37 2.675 -2.691 3.171  0.11
H38 7.069 -2.489 -0.924  0.10
H39 6.277 -2.871 -2.477  0.10
H40 6.761 -1.208 -2.124  0.10
H41 3.535 -3.286 -2.531  0.11
H42 2.565 -1.988 -3.279  0.07
H43 4.297 -2.123 -3.666  0.10
H44 4.715 0.648 -1.396  0.11
H45 4.977 -0.036 -3.034  0.09
H46 3.371 0.583 -2.569  0.08
H47 1.124 0.024 -4.383  0.10
H48 0.385 0.821 -6.516  0.12

---

Entry 9:
H20O10 | ωB97M-V/def2-TZVPD

* total charge: 0
* SMILES string: O.O.O.O.O.O.O.O.O.O
* E_HOMO: -10.761 eV

Each line ends with the Löwdin charge.
Atoms and positions in Å:
O1 -0.833 -0.884 0.714  -0.01
H1 -0.659 0.019 0.873  -0.02
H2 0.023 -1.308 0.696  0.00
O2 2.175 -1.450 0.842  -0.01
H3 1.751 -1.983 0.170  0.02
H4 3.090 -1.365 0.721  0.05
O3 2.276 -1.732 3.658  -0.06
H5 2.735 -2.569 3.807  0.04
H6 1.964 -1.788 2.757  -0.03
O4 -2.279 2.297 1.903  0.00
H7 -2.655 1.805 1.177  0.00
H8 -1.679 1.761 2.304  -0.03
O5 -1.406 -1.142 -2.055  -0.04
H9 -1.132 -1.542 -1.250  -0.01
H10 -2.192 -0.788 -1.679  0.02
O6 0.212 0.984 -2.401  -0.03
H11 1.003 0.466 -2.583  0.04
H12 -0.439 0.460 -1.984  -0.04
O7 -2.582 1.416 -0.809  -0.02
H13 -3.043 1.551 -1.614  0.05
H14 -1.840 1.978 -0.849  -0.05
O8 0.809 1.338 0.878  -0.01
H15 1.161 1.326 1.757  0.08
H16 1.476 0.933 0.366  0.03
O9 1.034 -2.940 -1.585  -0.04
H17 0.721 -3.553 -2.243  0.05
H18 1.264 -2.128 -2.084  0.06
O10 -0.661 3.139 -0.447  -0.04
H19 -0.147 2.630 0.190  0.00
H20 -0.154 3.061 -1.236  0.02

---

Entry 10:
C33H26BrCl5F3NNaSbSe2Te | ωB97M-V/def2-TZVPD

* total charge: -2
* E_HOMO: -0.748 eV

Each line ends with the Löwdin charge.
Atoms and positions in Å:
Na1 2.020 0.871 0.484  -0.18
C1 -1.275 -2.327 2.666  -0.38
Se1 -0.826 -1.312 1.054  0.88
C2 -0.177 -2.825 0.020  -0.56
C3 1.176 -3.331 0.504  -0.54
Se2 2.492 -1.906 0.138  0.94
C4 3.948 -2.754 1.114  -0.37
H1 -2.043 -3.063 2.432  0.02
H2 -1.671 -1.610 3.383  0.01
H3 -0.407 -2.825 3.100  0.00
H4 -0.099 -2.439 -0.998  0.04
H5 -0.959 -3.586 0.021  0.07
H6 1.471 -4.228 -0.044  0.06
H7 1.161 -3.572 1.570  0.05
H8 4.045 -3.785 0.778  0.02
H9 3.768 -2.733 2.190  0.00
H10 4.858 -2.204 0.890  0.00
Cl1 3.316 0.022 -2.886  0.59
C5 4.586 0.501 -1.769  -0.70
C6 4.407 0.282 -0.413  -0.25
C7 5.435 0.734 0.374  -0.67
Cl2 5.283 0.536 2.154  0.60
C8 6.597 1.349 -0.087  -0.71
Cl3 7.854 1.893 0.991  0.60
C9 6.739 1.526 -1.458  -0.71
Cl4 8.168 2.276 -2.096  0.62
C10 5.722 1.100 -2.312  -0.70
Cl5 5.904 1.334 -4.024  0.62
Br1 2.770 -2.326 5.548  0.72
C11 2.525 -0.642 4.724  -0.67
C12 2.869 0.523 5.381  -0.12
C13 2.660 1.724 4.731  -0.06
C14 2.130 1.700 3.446  -0.13
N1 1.816 0.571 2.819  0.05
C15 1.999 -0.585 3.443  -0.21
H11 3.297 0.488 6.375  0.10
H12 2.910 2.665 5.200  0.11
H13 1.956 2.619 2.894  0.12
H14 1.721 -1.477 2.893  0.06
F1 -4.714 4.106 -5.543  0.01
C16 -3.907 3.406 -4.688  -0.30
C17 -3.890 2.032 -4.763  -0.04
C18 -3.076 1.329 -3.876  -0.12
C19 -2.279 1.985 -2.936  -0.39
C20 -2.322 3.379 -2.915  -0.17
C21 -3.139 4.101 -3.780  -0.03
Sb1 -1.023 0.910 -1.472  0.96
C22 -2.379 1.570 0.121  -0.42
C23 -1.922 1.811 1.417  -0.19
C24 -2.778 2.192 2.443  -0.03
C25 -4.119 2.345 2.150  -0.30
F2 -4.971 2.731 3.148  0.01
C26 -4.624 2.126 0.891  -0.03
C27 -3.742 1.733 -0.117  -0.12
C28 -2.647 -1.161 -1.987  -0.29
C29 -2.116 -2.031 -2.945  -0.20
C30 -2.501 -3.369 -3.097  -0.06
C31 -3.455 -3.864 -2.237  -0.32
F3 -3.850 -5.175 -2.356  -0.01
C32 -4.029 -3.079 -1.258  -0.06
C33 -3.616 -1.748 -1.156  -0.17
H15 -4.506 1.522 -5.494  0.10
H16 -3.083 0.247 -3.903  0.07
H17 -1.696 3.915 -2.209  0.00
H18 -3.175 5.183 -3.753  0.11
H19 -0.862 1.725 1.635  0.05
H20 -2.420 2.374 3.448  0.11
H21 -5.682 2.255 0.703  0.11
H22 -4.137 1.544 -1.109  0.10
H23 -1.340 -1.664 -3.622  0.08
H24 -2.072 -4.016 -3.855  0.10
H25 -4.777 -3.507 -0.599  0.10
H26 -4.079 -1.148 -0.373  0.07
Te1 0.782 3.057 -1.142  -0.04

---

Entry 11:
C4H13N2S2 | ωB97M-V/def2-TZVPD

* total charge: +1
* SMILES string: NCCSSCC[NH3+]
* E_HOMO: -11.721 eV

Each line ends with the Löwdin charge.
Atoms and positions in Å:
N1 -2.677 -0.900 0.882  -0.04
C1 -3.264 0.012 -0.115  -0.29
C2 -2.034 0.738 -0.827  -0.34
S1 -0.800 1.366 0.640  0.47
S2 1.076 0.782 -0.036  0.41
C3 1.539 -0.888 0.693  -0.47
C4 2.187 -1.687 -0.462  -0.23
N2 3.371 -1.064 -1.138  0.21
H1 -2.975 -0.820 1.828  0.06
H2 -2.725 -1.837 0.516  0.07
H3 -3.845 0.840 0.302  0.10
H4 -3.971 -0.332 -0.848  0.10
H5 -1.479 0.214 -1.530  0.02
H6 -2.305 1.628 -1.288  0.03
H7 2.121 -0.767 1.581  0.05
H8 0.515 -1.429 1.044  0.14
H9 2.324 -2.707 -0.262  0.11
H10 1.465 -1.791 -1.286  0.13
H11 4.141 -1.687 -1.161  0.16
H12 3.796 -0.349 -0.535  0.17
H13 3.106 -0.624 -1.965  0.14

---

Entry 12:
C6H13O2 | ωB97M-V/def2-TZVPD

* total charge: -1
* E_HOMO: -4.222 eV

Each line ends with the Löwdin charge.
Atoms and positions in Å:
C1 -3.116 0.700 1.505  -0.05
C2 -2.002 1.269 0.614  -0.77
O1 -1.009 1.767 1.188  -0.08
O2 -2.144 1.019 -0.618  -0.13
H1 -3.990 0.738 0.875  0.05
H2 -3.312 1.380 2.324  0.05
H3 -2.815 -0.250 1.939  0.06
C3 1.190 -0.384 -0.172  -0.47
C4 2.310 -1.424 0.055  -0.10
C5 1.707 0.820 -0.971  -0.11
C6 0.020 -0.931 -1.028  -0.10
H4 0.764 -0.066 0.771  0.11
H5 3.293 -0.920 0.106  0.06
H6 1.922 0.628 -2.008  0.06
H7 0.990 1.608 -0.721  0.07
H8 2.632 1.244 -0.526  0.06
H9 -0.405 -1.815 -0.525  0.07
H10 -0.879 -0.267 -0.937  0.04
H11 2.359 -2.093 -0.801  0.06
H12 2.124 -1.960 0.979  0.06
H13 0.362 -1.062 -2.047  0.06

---

Across the entries above, energy takes the values -970.51025, -343.93447, -288.91422, -628.92848, -1108.39415, -328.00964, -307.51130, -2018.93858, -764.37793, -11975.87874, -1065.78410, -386.93403 Eh, respectively.
Across the entries above, energy above the lowest of the compared OMol25 structures with the same formula, charge and spin takes the values 26.5, 126.9, 64.5, 0.0, 33.3, 155.4, 126.2, 0.0, 65.3, 11.6, 55.7, 16.0 kcal/mol, respectively.